(1)
Molecular formula: C28H39BrO4OsPS
Method: DFT, ωB97M-V/def2-TZVPD

Geometry as XYZ:
```
75
Properties=species:S:1:pos:R:3:forces:R:3:mulliken_spin:R:1
Os -0.761 2.127 -0.423 1.6 0.8 0.5 2.6443
Br 1.563 2.179 0.326 0.8 0.8 0.0 -0.0245
C 1.866 4.114 0.099 -0.2 0.0 0.0 -0.0021
C 3.100 4.687 0.167 -0.2 -0.6 0.1 0.0229
C 3.181 6.082 0.009 -0.2 0.2 -0.1 -0.0179
C 2.050 6.828 -0.182 0.2 -0.1 0.0 0.0244
C 0.772 6.229 -0.226 0.1 -0.5 0.0 -0.0300
C -0.418 6.973 -0.354 -0.3 -0.1 0.0 0.1024
C -1.636 6.346 -0.319 0.2 0.2 0.0 -0.0458
C -1.723 4.948 -0.247 0.0 -0.2 0.0 0.1655
C -0.594 4.152 -0.182 -0.4 -0.1 0.0 -0.1032
C 0.669 4.814 -0.109 0.2 -0.1 0.0 -0.0498
H 3.985 4.098 0.335 0.2 -0.1 0.0 0.0014
H 4.150 6.550 0.052 0.1 0.1 0.0 -0.0007
H 2.122 7.901 -0.292 0.0 0.1 0.0 0.0010
H -0.352 8.043 -0.462 0.0 0.2 0.0 0.0039
H -2.545 6.926 -0.359 -0.1 0.1 -0.1 0.0005
H -2.701 4.490 -0.252 -0.1 0.0 -0.1 0.0139
O -1.225 0.739 -2.251 0.1 0.5 -0.5 0.0698
S -2.543 0.826 -1.613 -1.0 -3.0 -0.7 -0.0030
O -2.284 0.029 -0.196 -1.0 0.8 -0.8 0.0931
O -2.724 2.192 -1.118 -0.3 1.7 0.6 0.0082
O -3.624 0.213 -2.270 -0.4 0.1 -0.1 0.0036
C -1.746 -4.701 -1.800 -0.1 0.0 -0.2 -0.0012
C -2.604 -4.207 -0.628 0.0 0.0 0.0 0.0034
C -2.519 -2.684 -0.475 -0.1 0.0 0.4 0.0323
C -1.073 -2.275 -0.741 0.5 0.4 0.1 0.1116
C -0.797 -2.413 -2.241 -0.1 0.1 -0.3 0.0295
C -1.590 -3.590 -2.836 0.2 -0.2 0.2 0.0025
P -0.711 -0.567 -0.050 0.3 -0.5 1.4 0.1260
C 1.830 -1.096 -0.428 0.6 0.0 0.0 0.6191
C 2.062 -0.533 -1.781 -0.1 0.3 -0.2 -0.0210
C 3.547 -0.080 -1.886 -0.1 -0.2 0.1 0.0689
C 4.451 -0.965 -1.023 0.1 -0.1 -0.1 0.0193
C 3.896 -2.383 -0.929 0.1 0.1 0.2 0.0509
C 2.530 -2.389 -0.192 -0.1 -0.3 0.0 0.0083
C -0.619 -0.650 1.846 0.2 -0.2 -0.6 -0.0081
C -0.312 -2.030 2.459 -0.1 -0.2 0.0 0.0431
C -1.538 -2.638 3.132 0.1 -0.1 0.1 0.0004
C -2.019 -1.765 4.295 0.0 -0.1 -0.1 0.0005
C -1.804 -0.272 4.012 -0.1 0.0 -0.1 0.0036
C -1.839 0.004 2.510 0.1 0.3 0.2 -0.0113
H -2.209 -5.575 -2.257 0.1 -0.1 0.0 0.0000
H -0.757 -5.010 -1.451 0.0 0.0 0.0 0.0006
H -2.275 -4.685 0.299 -0.1 0.0 0.0 -0.0003
H -3.649 -4.472 -0.785 0.0 -0.1 0.0 0.0016
H -2.859 -2.393 0.519 0.0 0.0 -0.1 -0.0026
H -3.173 -2.183 -1.192 0.0 0.0 0.1 -0.0036
H -0.400 -2.936 -0.188 0.0 0.0 0.0 -0.0260
H 0.267 -2.585 -2.398 0.0 0.1 0.0 -0.0034
H -1.077 -1.494 -2.761 0.2 -0.2 0.0 -0.0015
H -1.066 -3.965 -3.714 0.0 0.0 -0.1 0.0001
H -2.579 -3.265 -3.159 0.0 0.1 -0.1 0.0001
H 1.928 -0.391 0.390 -0.2 0.0 0.2 0.0561
H 1.402 0.304 -2.015 0.0 -0.1 -0.1 0.0084
H 1.899 -1.302 -2.534 -0.1 0.0 0.0 0.0134
H 3.641 0.960 -1.576 0.0 0.1 -0.1 -0.0112
H 3.847 -0.155 -2.931 0.0 0.1 0.0 0.0029
H 4.532 -0.542 -0.021 0.1 0.0 0.1 -0.0064
H 5.451 -0.996 -1.457 0.0 0.1 0.1 0.0004
H 4.588 -3.034 -0.395 0.0 -0.1 -0.1 0.0006
H 3.781 -2.776 -1.939 0.0 -0.1 0.0 -0.0005
H 2.669 -2.551 0.876 0.0 -0.1 0.0 -0.0092
H 1.957 -3.237 -0.582 -0.1 0.0 0.1 0.0252
H 0.248 -0.011 2.068 -0.1 0.0 -0.1 0.0038
H 0.471 -1.910 3.211 0.0 0.0 0.0 0.0025
H 0.082 -2.718 1.712 0.1 0.0 0.0 -0.0095
H -1.296 -3.639 3.493 -0.1 0.0 -0.1 -0.0005
H -2.337 -2.752 2.400 0.0 -0.1 0.0 0.0006
H -1.483 -2.038 5.204 0.0 0.0 0.1 0.0003
H -3.076 -1.967 4.466 0.0 0.0 0.1 -0.0001
H -0.840 0.051 4.408 0.0 0.1 0.1 0.0002
H -2.576 0.310 4.512 0.1 0.1 0.0 0.0003
H -1.818 1.089 2.325 -0.1 -0.2 0.0 -0.0063
H -2.768 -0.383 2.096 -0.1 0.0 -0.1 0.0081
```
Forces are in eV/Å.

Its total charge is +1. For the relative energy (zero: lowest compared OMol25 entry of this formula, charge and spin), the calculation gives 50.7 kcal/mol. Its spin multiplicity is 5. The gap between HOMO and LUMO (alpha / beta) is 0.27263 / 0.23066 Ha. The value obtained for the strongest force on any atom is 0.0627 hartree/bohr. The calculation puts the highest occupied orbital energy (alpha / beta) at -10.63 / -11.67 eV.

***

(2)
Molecular formula: C28H39Cl2EuN6O3Si2
Method: DFT, ωB97M-V/def2-TZVPD

Geometry as XYZ:
```
81
Properties=species:S:1:pos:R:3:forces:R:3:mulliken_spin:R:1
Eu 1.139 -0.363 -0.891 -1.7 0.8 0.4 6.9253
C -1.392 7.029 -1.182 0.0 0.2 0.0 0.0001
C -1.224 5.545 -1.024 0.1 -0.1 0.0 0.0010
C -2.312 4.680 -0.951 0.0 0.0 0.0 -0.0003
C -2.137 3.319 -0.872 0.0 -0.1 0.0 0.0005
C -0.872 2.679 -0.826 0.1 0.3 0.0 -0.0020
N -0.765 1.324 -0.784 0.1 -0.3 -0.1 0.0149
C -1.753 0.609 -0.124 -0.1 0.2 0.0 -0.0212
C -2.181 1.011 1.162 0.0 -0.1 0.0 -0.0006
C -3.054 0.274 1.925 0.0 0.0 0.0 0.0017
C -3.570 -0.943 1.471 0.1 0.0 0.0 0.0039
C -4.433 -1.801 2.349 -0.1 -0.1 0.0 -0.0002
C -3.184 -1.352 0.210 0.1 0.0 0.1 -0.0035
C -2.319 -0.597 -0.585 0.0 -0.1 0.0 -0.0065
N -2.048 -1.164 -1.876 0.1 0.2 -0.1 -0.0064
C -2.965 -1.653 -2.735 -0.1 0.1 0.1 0.0017
C -2.291 -2.244 -3.778 0.0 0.0 0.0 -0.0030
C -0.937 -2.065 -3.458 0.0 0.1 0.1 -0.0012
N -0.803 -1.415 -2.314 0.1 0.0 0.1 0.0169
C 0.230 3.585 -0.884 0.1 -0.1 0.0 0.0080
C 0.029 4.959 -1.004 -0.1 0.0 0.0 0.0000
N 1.616 3.182 -0.847 -0.1 -0.1 0.0 0.0018
C 2.670 3.949 -0.482 -0.1 0.0 0.1 -0.0006
C 3.822 3.304 -0.869 -0.1 0.0 0.0 0.0017
C 3.371 2.116 -1.465 -0.2 0.2 0.2 0.0036
N 2.048 2.053 -1.427 -0.2 -0.2 -0.4 0.0108
H -2.270 7.389 -0.642 0.0 0.0 0.0 0.0001
H -1.516 7.323 -2.228 0.0 0.0 0.0 0.0001
H -0.525 7.569 -0.797 0.0 0.0 0.0 0.0000
H -3.322 5.074 -0.982 0.0 0.0 0.0 0.0000
H -3.010 2.678 -0.846 0.0 0.0 0.0 -0.0003
H -1.760 1.925 1.562 0.0 0.0 0.0 -0.0003
H -3.313 0.623 2.919 0.0 0.0 0.0 0.0000
H -5.142 -1.198 2.919 0.0 0.0 0.0 0.0000
H -3.830 -2.365 3.065 0.0 0.0 0.0 0.0001
H -5.002 -2.524 1.763 0.0 0.0 0.0 0.0000
H -3.526 -2.305 -0.178 0.0 0.0 0.0 -0.0001
H -4.013 -1.524 -2.531 0.0 0.0 0.0 0.0002
H -2.712 -2.721 -4.644 0.0 0.0 0.0 -0.0001
H -0.057 -2.377 -3.996 0.0 0.0 0.0 0.0002
H 0.899 5.595 -1.110 0.0 0.0 0.0 -0.0002
H 2.512 4.878 0.035 0.1 0.0 0.0 0.0000
H 4.832 3.634 -0.710 0.0 0.0 0.0 0.0001
H 3.916 1.290 -1.893 0.1 0.0 0.1 -0.0013
O 3.914 -2.836 -1.027 0.3 -0.5 0.0 0.0070
N 3.373 -1.774 -1.183 0.4 0.2 -0.4 -0.0016
O 2.711 -1.518 -2.259 0.6 -0.4 0.0 0.0110
O 3.410 -0.864 -0.309 0.6 -0.3 0.0 0.0051
C 2.911 -1.304 3.333 -0.1 0.1 0.0 0.0001
Si 1.293 -0.622 2.630 0.1 -0.2 0.3 -0.0097
C 1.769 1.124 2.042 -0.1 -0.1 -0.2 0.0216
C 0.137 -0.328 4.112 0.1 0.0 0.0 0.0001
C 0.503 -1.629 1.357 -0.1 0.0 0.0 0.0304
Si 0.569 -3.431 1.274 0.1 -0.3 0.1 -0.0072
C -0.842 -4.239 2.269 0.0 0.1 0.0 -0.0008
C 2.173 -4.242 1.872 -0.1 0.0 -0.1 0.0005
C 0.306 -4.177 -0.458 0.0 0.2 -0.1 0.0057
H 3.403 -0.510 3.903 0.1 0.0 0.0 0.0001
H 3.586 -1.622 2.538 0.0 0.0 0.0 0.0002
H 2.757 -2.149 4.004 0.0 0.0 0.0 0.0000
H 1.987 1.786 2.882 0.0 0.0 0.1 0.0002
H 0.961 1.589 1.462 0.0 0.0 0.0 -0.0039
H 2.665 1.086 1.412 0.0 0.1 0.0 -0.0010
H 0.643 0.162 4.948 0.0 0.0 0.0 -0.0001
H -0.269 -1.278 4.466 0.0 0.0 0.0 0.0000
H -0.707 0.298 3.813 0.0 0.0 0.0 -0.0001
H -0.575 -1.397 1.427 0.0 0.1 -0.1 -0.0064
H -0.796 -3.950 3.322 0.0 0.0 0.0 -0.0004
H -0.830 -5.330 2.214 0.0 -0.1 0.0 0.0000
H -1.803 -3.890 1.876 0.0 0.0 0.0 0.0001
H 2.333 -4.133 2.944 0.0 0.0 0.0 0.0000
H 3.047 -3.838 1.359 0.0 0.0 0.0 -0.0003
H 2.114 -5.311 1.646 0.1 0.0 0.0 0.0000
H -0.715 -3.999 -0.812 0.0 0.0 0.0 0.0018
H 0.468 -5.257 -0.426 0.0 -0.1 0.0 0.0001
H 0.980 -3.768 -1.219 0.0 0.0 0.1 -0.0011
Cl 1.220 -1.118 -6.494 0.0 0.0 0.0 0.0001
C 2.076 -0.348 -5.130 0.1 -0.1 -0.1 -0.0022
Cl 1.056 0.759 -4.223 0.0 0.0 -0.1 0.0035
H 2.908 0.205 -5.550 0.0 0.0 0.0 0.0000
H 2.418 -1.133 -4.464 0.0 0.0 0.0 0.0023
```
Forces are in eV/Å.

Its total charge is -1. For the relative energy (zero: lowest compared OMol25 entry of this formula, charge and spin), the calculation gives 0.0 kcal/mol. Its spin multiplicity is 8. The gap between HOMO and LUMO (alpha / beta) is 0.21654 / 0.24001 Ha. The value obtained for the strongest force on any atom is 0.0383 hartree/bohr. The calculation puts the highest occupied orbital energy (alpha / beta) at -3.42 / -4.06 eV.